The following is a DFT calculation (ωB97M-V with the def2-TZVPD basis set) of C32H22Cl2CsN4O4P as an isolated structure in a non-equilibrium geometry.

Positions of all 66 atoms, in Å:
Cs 0.10 -0.14 0.11
Cl 4.04 -4.11 5.55
Cl 2.90 -1.63 7.22
P -0.90 0.37 -3.53
O -1.62 1.54 -1.74
O -2.85 3.32 -2.34
O 0.44 1.40 4.81
O 3.13 -4.04 1.04
N -0.89 2.04 1.59
N 0.89 -2.58 -1.29
N 0.69 0.05 2.91
N 1.70 -2.21 1.41
C 2.75 -2.98 3.46
C -2.02 1.75 -4.00
C 0.85 2.58 -3.12
C -1.25 -1.51 -5.54
C -1.91 4.12 3.13
C 0.08 0.31 -6.31
C 0.60 -2.79 -2.56
C 1.46 -0.93 3.50
C 2.55 -1.82 5.51
C 2.56 -4.27 -1.49
C -0.64 -0.29 -5.28
C -1.65 2.98 1.06
C 1.97 -2.05 2.75
C 0.25 1.09 3.61
C 2.28 -3.18 0.71
C 3.12 1.00 -3.34
C -1.12 3.13 3.69
C -1.13 -2.14 -6.77
C 2.10 3.14 -2.94
C 1.87 0.44 -3.52
C 1.86 -3.30 -0.74
C -2.18 4.04 1.77
C 0.21 -0.32 -7.54
C -2.22 2.30 -2.56
C 3.24 2.35 -3.04
C 3.04 -2.89 4.80
C -0.38 -1.55 -7.77
C 0.72 1.22 -3.41
C 1.24 -3.71 -3.37
C 2.25 -4.48 -2.81
C 1.79 -0.89 4.87
C -0.62 2.10 2.88
H -0.03 3.19 -3.01
H -0.27 -2.04 -8.73
H 3.14 -3.82 2.91
H 0.78 0.16 -8.33
H 4.22 2.80 -2.89
H -2.79 4.78 1.27
H -0.19 -2.17 -2.96
H -0.87 3.13 4.74
H 4.01 0.39 -3.42
H 2.78 -5.22 -3.40
H 3.32 -4.84 -0.97
H -2.30 4.93 3.73
H -2.95 1.35 -4.41
H -1.61 2.48 -4.71
H -1.83 -1.98 -4.75
H -1.85 2.88 0.00
H 2.19 4.19 -2.71
H 0.95 -3.82 -4.41
H 1.77 -0.61 -3.75
H 1.41 -0.06 5.44
H 0.56 1.26 -6.15
H -1.61 -3.10 -6.93

Values from the calculation:
Frontier orbital gap   5.273 eV
Net charge   -2
HOMO level   -1.495 eV
E_LUMO   3.778 eV